The following is a DFT calculation (ωB97M-V/def2-TZVPD) of a structure of composition C6H9N.

Results
M	95.14	g/mol
energy relative to the best compared isomer or geometry (same formula, charge and spin)	450.6	kJ/mol
total energy	-7853.490	eV
HOMO (alpha / beta)	-6.9169 / -6.5109	eV
Kohn-Sham gap (alpha / beta)	7.860 / 7.260	eV

```
! wB97M-V def2-TZVPD RIJCOSX def2/J DEFGRID3
* xyz 0 1
C 1.941 1.023 -0.577
C 0.863 -0.504 0.757
C -0.618 -0.585 0.999
C -1.006 -1.225 -0.370
C -0.473 0.116 -0.903
C -1.100 0.762 0.368
N 0.967 0.068 -0.433
H 2.561 1.098 -1.463
H 2.133 1.575 0.333
H 1.713 -0.941 1.258
H -0.969 -0.944 1.965
H -0.468 -2.122 -0.685
H -2.087 -1.319 -0.486
H -0.601 0.504 -1.913
H -0.670 1.706 0.722
H -2.189 0.837 0.303
*
```


The following is a DFT calculation (ωB97M-V/def2-TZVPD) of a cluster of 3 separate species, C5H6N2O3 in total at a distorted geometry.

Results
M	142.11	g/mol
energy relative to the best compared isomer or geometry (same formula, charge and spin)	320.1	kJ/mol
total energy	-14401.595	eV
HOMO	-9.8735	eV
Kohn-Sham gap	10.381	eV

```
! wB97M-V def2-TZVPD RIJCOSX def2/J DEFGRID3
* xyz 0 1
O -1.231 1.918 -1.274
C -1.312 1.908 0.683
O -1.276 0.670 1.248
C -0.188 0.518 2.180
C 0.444 1.869 2.182
C 1.406 2.694 2.721
C 1.109 3.963 2.145
N 0.074 3.915 1.312
N -0.262 2.624 1.316
H -0.600 0.235 3.156
H 0.483 -0.273 1.820
H 2.147 2.467 3.481
H 1.593 4.916 2.349
O -2.489 2.412 0.522
H -1.573 1.063 -1.558
H -2.427 2.412 -0.862
*
```


The following is a DFT calculation (ωB97M-V/def2-TZVPD) of a structure of composition C6H18AsBFO3 at a distorted geometry.

Results
M	242.94	g/mol
total energy	-76887.000	eV
HOMO	-2.7942	eV
Kohn-Sham gap	6.043	eV

```
! wB97M-V def2-TZVPD RIJCOSX def2/J DEFGRID3
* xyz -1 1
C 4.054 0.583 -0.233
C 2.800 -0.278 -0.388
F 2.313 -0.024 -1.670
C 1.797 0.017 0.711
As -0.228 -0.250 0.334
C -2.287 -0.461 0.038
C -2.945 0.796 -0.510
C -3.045 1.929 0.513
O -2.438 3.130 0.066
B 0.062 -2.191 -0.398
O 0.240 -2.441 -1.750
O 0.052 -3.262 0.484
H 4.614 0.293 0.646
H 3.714 1.599 -0.072
H 4.650 0.589 -1.140
H 3.129 -1.313 -0.291
H 2.025 -0.671 1.519
H 1.941 1.010 1.121
H -0.383 -0.801 1.850
H -0.465 1.234 0.934
H -0.157 0.412 -1.104
H -2.452 -1.311 -0.622
H -2.745 -0.681 1.003
H -2.442 1.113 -1.417
H -3.965 0.546 -0.808
H -4.072 2.137 0.787
H -2.540 1.609 1.420
H -1.541 2.896 -0.216
H 1.045 -2.979 -1.857
H -0.733 -3.232 1.049
*
```


The following is a DFT calculation (ωB97M-V/def2-TZVPD) of a structure of composition C3H2InLiO3 at a distorted geometry.

Results
M	207.81	g/mol
energy relative to the best compared isomer or geometry (same formula, charge and spin)	0.0	kJ/mol
total energy	-14641.482	eV
HOMO (alpha / beta)	-17.1889 / -17.3898	eV
Kohn-Sham gap (alpha / beta)	5.525 / 6.273	eV

```
! wB97M-V def2-TZVPD RIJCOSX def2/J DEFGRID3
* xyz 2 1
C -0.278 0.773 -0.743
C -0.079 -0.188 0.185
O 1.002 -0.075 1.061
C 0.939 -0.577 2.319
O -0.179 -0.982 2.709
O -1.192 0.722 -1.697
Li 0.944 -1.214 4.220
H -0.806 -0.976 0.383
H 0.777 1.011 -1.100
In -2.412 -0.283 -2.380
*
```


The following is a DFT calculation (ωB97M-V/def2-TZVPD) of a structure of composition C31H34AsBF5N8SSeTi.

Results
expectation value of S²	0.753
M	858.29	g/mol
energy relative to the best compared isomer or geometry (same formula, charge and spin)	201.4	kJ/mol
total energy	-219022.201	eV
HOMO (alpha / beta)	-6.1773 / -6.1668	eV
Kohn-Sham gap (alpha / beta)	5.847 / 6.132	eV

```
! wB97M-V def2-TZVPD RIJCOSX def2/J DEFGRID3
* xyz 0 2
Ti 0.270 0.100 0.049
C 2.927 -1.279 -2.092
C 3.277 -0.643 -0.793
C 4.530 -0.571 -0.185
C 4.309 0.047 1.027
N 3.005 0.332 1.132
N 2.363 -0.095 0.014
B 2.288 1.159 2.235
N 1.158 0.347 2.902
C 0.876 0.044 4.172
C -0.359 -0.574 4.215
C -0.794 -0.622 2.896
C -2.066 -1.195 2.371
N 0.129 -0.060 2.105
N 1.592 2.363 1.527
C 1.613 3.663 1.835
C 0.944 4.358 0.850
C 0.518 3.387 -0.055
C -0.175 3.651 -1.351
N 0.887 2.171 0.377
N 3.341 1.670 3.198
C 4.303 2.588 2.920
C 5.230 2.549 3.926
C 4.765 1.539 4.799
C 5.384 1.048 6.066
N 3.641 1.013 4.348
H 3.778 -1.230 -2.771
H 2.668 -2.325 -1.915
H 2.073 -0.798 -2.567
H 5.462 -0.944 -0.570
H 4.991 0.292 1.823
H 1.588 0.270 4.945
H -0.865 -0.960 5.082
H -2.392 -2.010 3.015
H -2.850 -0.439 2.353
H -1.934 -1.588 1.362
H 2.105 4.010 2.727
H 0.801 5.422 0.779
H 0.140 4.625 -1.724
H 0.075 2.902 -2.099
H -1.259 3.670 -1.236
H 4.269 3.183 2.022
H 6.114 3.156 4.025
H 5.709 1.879 6.692
H 4.667 0.447 6.623
H 6.258 0.427 5.859
F -0.790 0.435 -3.231
C -1.745 0.904 -2.379
C -1.499 0.907 -1.028
C -2.518 1.434 -0.263
F -2.333 1.572 1.072
C -3.713 1.911 -0.775
F -4.666 2.411 0.016
C -3.905 1.881 -2.146
F -5.042 2.331 -2.678
C -2.902 1.384 -2.962
F -3.082 1.345 -4.288
C -3.162 -1.955 -2.848
As -1.382 -2.628 -2.419
C -1.712 -4.497 -2.075
C -0.443 -2.646 -4.110
S -0.043 -2.228 -0.641
H -3.758 -2.785 -3.225
H -3.094 -1.183 -3.610
H -3.623 -1.547 -1.950
H -2.122 -4.988 -2.957
H -2.408 -4.579 -1.241
H -0.774 -4.962 -1.774
H -1.089 -3.054 -4.887
H 0.436 -3.279 -3.996
H -0.140 -1.636 -4.372
Se 1.759 -2.905 1.356
C 0.807 -4.551 1.273
C -0.522 -4.654 1.690
C -1.224 -5.846 1.571
C -0.615 -6.971 1.031
C 0.709 -6.885 0.618
C 1.408 -5.692 0.735
H -1.005 -3.786 2.118
H -2.253 -5.897 1.910
H -1.159 -7.902 0.941
H 1.202 -7.755 0.200
H 2.436 -5.631 0.401
*
```


The following is a DFT calculation (ωB97M-V/def2-TZVPD) of a cluster of 2 separate species, BrClINO in total at a distorted geometry.

Results
M	272.27	g/mol
energy relative to the best compared isomer or geometry (same formula, charge and spin)	316.7	kJ/mol
total energy	-94197.241	eV
HOMO (alpha / beta)	-9.8619 / -10.2087	eV
Kohn-Sham gap (alpha / beta)	6.777 / 7.414	eV

```
! wB97M-V def2-TZVPD RIJCOSX def2/J DEFGRID3
* xyz 0 1
N -0.179 0.698 0.008
O 0.990 0.443 -0.111
Cl 1.832 -1.053 0.295
Br -0.810 0.794 1.828
I -1.832 -0.883 -2.019
*
```


- The highest M belongs to which entry?
  C31H34AsBF5N8SSeTi


- Among the records above, which one has the lowest M?
  C6H9N